1.
C27H22N5PbSe2Te2 | ωB97M-V/def2-TZVPD

Output
Lowest unoccupied orbital energy (alpha / beta) (eV): 1.7 / 1.7
Net charge: -1
Relative energy (zero: lowest compared OMol25 entry of this formula, charge and spin) (kcal/mol): 59.9

```
59
Properties=species:S:1:pos:R:3:forces:R:3
Pb 9.265 15.823 9.355 0.08 1.30 2.30
C 5.987 16.366 8.755 -0.50 -1.73 -1.06
N 6.924 15.215 8.316 -2.01 -0.84 -0.62
C 7.117 15.019 6.853 -0.70 -0.35 0.39
C 8.369 15.653 6.286 -0.46 -0.56 0.51
C 8.708 15.193 5.031 1.98 0.17 -1.17
C 9.821 15.820 4.426 -0.70 -0.05 1.13
C 10.477 16.871 5.093 -0.92 -0.91 -0.06
C 10.077 17.207 6.369 0.09 0.62 1.43
N 9.088 16.535 6.992 -0.77 0.43 -1.34
C 6.295 13.945 8.862 0.50 0.45 0.29
C 6.840 13.564 10.225 -0.63 -0.72 0.52
C 6.706 12.203 10.633 0.01 0.32 -0.25
C 6.959 11.872 11.948 1.40 -0.30 -0.20
C 7.428 12.898 12.777 -0.91 0.05 1.78
C 7.471 14.216 12.330 0.01 -0.52 -0.56
N 7.265 14.529 11.024 -1.01 -0.38 1.22
C 6.449 17.767 8.495 -0.82 0.31 -0.71
C 5.853 18.563 7.485 1.28 0.86 1.05
C 6.270 19.927 7.390 -0.52 -1.08 -0.06
C 7.152 20.408 8.367 -0.45 -1.45 -0.69
C 7.739 19.497 9.250 -0.15 -0.21 0.21
N 7.373 18.199 9.323 0.90 1.36 0.06
H 4.971 16.222 8.275 0.89 -0.03 0.19
H 5.853 16.156 9.820 0.19 0.48 -0.06
H 7.206 13.900 6.664 -0.12 1.47 0.17
H 6.223 15.387 6.249 0.88 -0.32 0.62
H 8.314 14.242 4.602 -0.10 1.19 0.33
H 10.162 15.455 3.480 0.29 -0.02 -0.41
H 11.337 17.335 4.696 0.67 0.53 -0.61
H 10.544 18.042 7.002 -0.45 -1.49 -0.98
H 5.165 14.080 8.930 1.19 -0.39 -0.17
H 6.567 13.038 8.291 -0.44 0.80 -0.46
H 6.443 11.396 9.938 -0.07 0.58 0.06
H 6.986 10.806 12.272 -0.31 1.05 -0.17
H 7.551 12.692 13.875 0.10 0.28 -1.25
H 7.590 15.041 13.042 0.46 -0.21 -0.52
H 5.073 18.108 6.904 -0.10 0.13 -0.53
H 5.919 20.571 6.551 0.09 -0.50 0.95
H 7.373 21.444 8.416 0.48 0.72 -0.01
H 8.527 19.833 9.934 -0.34 -0.23 -0.08
Se 11.307 17.633 9.643 1.06 0.68 -0.72
Te 10.800 17.792 12.165 0.67 -1.61 -0.40
Te 9.922 20.585 12.409 -0.80 -0.02 0.30
Se 8.655 18.472 13.457 -0.32 1.24 0.36
N 11.638 5.935 9.857 -0.40 1.68 -0.74
C 11.377 7.030 9.551 0.53 -2.11 1.13
C 11.074 8.397 9.341 -1.73 1.38 -0.50
C 10.592 8.853 8.090 1.69 -2.19 0.06
C 10.396 10.159 7.844 -1.38 2.14 0.91
C 10.415 11.121 8.902 0.74 -0.53 0.36
C 10.740 10.660 10.188 -0.28 -0.11 -0.02
C 10.979 9.311 10.392 1.46 -0.98 1.82
C 10.161 12.510 8.740 -1.20 3.64 -0.82
C 9.873 13.741 8.616 1.44 -4.82 -0.43
H 10.546 8.087 7.316 -0.16 0.39 -0.13
H 9.991 10.519 6.924 0.13 -0.02 -0.72
H 10.787 11.362 11.026 -0.15 -0.28 -0.36
H 11.222 8.919 11.429 -0.30 0.72 -1.34
```
Forces are in eV/Å.

***

2.
C26H43Cl3N3O3SiY | ωB97M-V/def2-TZVPD

Output
Lowest unoccupied orbital energy (eV): 0.5
Relative energy (zero: lowest compared OMol25 entry of this formula, charge and spin) (kcal/mol): 0.0

```
80
Properties=species:S:1:pos:R:3:forces:R:3
C -1.475 -2.089 -3.596 0.26 0.11 -0.36
C -1.031 -2.835 -2.380 0.47 -0.84 0.58
H -1.643 -2.776 -4.432 -0.02 0.26 0.08
H -0.710 -1.353 -3.887 -0.24 -0.06 -0.03
H -2.403 -1.535 -3.395 0.24 -0.12 -0.01
C -0.510 -4.075 -2.417 -0.39 0.40 0.05
C -0.163 -4.818 -3.669 0.05 -0.31 -0.48
H -0.348 -4.638 -1.493 0.06 0.39 -0.28
H 0.077 -4.143 -4.508 -0.14 -0.31 0.31
H -0.977 -5.493 -3.985 0.21 0.20 0.01
H 0.715 -5.462 -3.498 -0.21 0.20 -0.06
Y 0.404 0.991 -0.264 -0.63 -2.06 0.52
Cl -2.183 1.338 0.152 0.00 0.28 -0.03
Cl 2.579 2.204 -1.124 0.00 0.17 0.13
H 1.088 5.008 4.026 0.07 -0.10 -0.07
H -1.031 6.068 3.414 -0.01 -0.12 -0.22
C 1.274 4.667 3.004 0.00 0.20 0.11
C -0.870 5.783 2.368 -0.07 -0.16 -0.13
N -0.001 4.613 2.299 0.22 0.15 0.02
H 1.731 3.678 3.008 -0.09 0.15 -0.01
C -0.289 3.580 1.523 0.68 -0.98 -0.09
O 0.472 2.582 1.398 -0.83 1.44 0.08
H -1.827 5.521 1.905 0.16 0.19 0.14
H -1.248 3.621 0.987 0.14 -0.05 0.21
H 1.952 5.382 2.520 -0.12 -0.15 0.03
H -0.430 6.639 1.836 -0.05 -0.24 0.12
H 1.410 -1.445 -2.587 0.30 0.09 0.21
H 2.750 -4.003 -1.483 0.20 0.22 -0.10
C 2.459 -1.201 -2.360 -0.32 0.03 -0.22
C 3.515 -3.220 -1.352 -0.17 -0.08 0.29
N 2.901 -1.910 -1.162 0.30 0.01 0.69
H 2.561 -0.116 -2.225 0.05 -0.35 -0.04
C 2.741 -1.461 0.092 -0.44 0.71 -0.76
O 2.205 -0.375 0.409 0.71 -1.31 -0.28
H 4.101 -3.451 -0.453 -0.04 -0.11 -0.37
H 3.120 -2.166 0.857 -0.06 0.44 -0.17
H 3.081 -1.547 -3.192 0.02 0.25 0.17
H 4.162 -3.195 -2.235 -0.07 -0.04 0.28
O -0.280 -0.975 -1.114 1.35 1.22 0.47
C -1.148 -2.035 -1.088 -0.69 -0.11 0.47
C 0.280 -3.427 0.472 0.08 -0.11 0.19
C -0.973 -2.889 0.176 -0.21 0.17 -0.54
H 1.100 -3.238 -0.233 -0.47 -0.07 0.51
C 0.454 -4.242 1.593 -0.06 0.14 -0.41
H -2.171 -1.625 -1.070 -0.24 -0.18 0.17
C -2.065 -3.166 1.000 0.22 -0.18 -0.05
H 1.445 -4.655 1.788 -0.27 -0.01 0.12
C -0.644 -4.559 2.395 -0.07 0.15 0.02
C -1.901 -4.019 2.099 -0.03 0.01 -0.11
H -3.036 -2.732 0.724 0.41 -0.27 0.32
H -0.514 -5.225 3.249 -0.10 0.19 -0.20
H -2.770 -4.288 2.703 0.31 0.13 -0.07
Si -0.468 3.636 -3.296 0.11 -0.28 -0.35
Cl -0.297 1.506 -2.837 -0.27 0.96 -0.79
C 1.228 4.417 -3.299 0.22 0.01 0.05
C -1.632 4.416 -2.075 -0.18 -0.01 0.18
C -1.288 3.575 -4.973 0.12 -0.14 -0.08
H 1.867 4.002 -2.499 -0.37 0.22 -0.35
H 1.139 5.506 -3.146 -0.05 -0.31 -0.09
H 1.750 4.250 -4.254 -0.19 0.00 0.23
H -0.612 3.122 -5.712 -0.20 0.12 0.11
H -1.572 4.578 -5.320 0.08 -0.21 0.09
H -2.194 2.955 -4.907 0.18 0.18 -0.05
H -1.657 3.854 -1.135 -0.07 0.13 -0.11
H -2.655 4.421 -2.481 0.30 -0.06 0.16
H -1.335 5.456 -1.882 -0.03 -0.20 0.01
N 0.234 -0.355 2.184 0.48 0.02 -1.22
C -0.314 -0.421 3.490 -0.38 -0.15 0.86
C 0.116 -1.426 4.377 -0.28 0.60 -0.12
C -0.365 -1.447 5.680 -0.05 0.12 0.04
C -1.277 -0.474 6.109 0.05 0.10 -0.25
C -1.731 0.500 5.212 0.13 -0.20 -0.05
C -1.270 0.519 3.890 0.28 -0.38 0.23
H 0.031 -1.207 1.656 -0.07 0.04 0.17
H 1.252 -0.304 2.207 -0.27 -0.09 0.23
H 0.832 -2.168 4.019 -0.18 0.16 0.13
H -0.008 -2.217 6.365 -0.16 0.21 -0.10
H -1.629 -0.471 7.142 0.08 -0.02 -0.31
H -2.446 1.256 5.540 0.13 -0.24 -0.05
H -1.634 1.230 3.148 0.12 -0.12 0.23
```
Forces are in eV/Å.

***

3.
C13H9Cl2O3Zn | ωB97M-V/def2-TZVPD

Output
Lowest unoccupied orbital energy (eV): 2.1
Net charge: -1

```
28
Properties=species:S:1:pos:R:3:forces:R:3
C 2.156 -0.815 -0.488 0.12 -0.48 0.53
C 3.019 -0.775 -1.525 0.30 0.15 -0.40
C 2.367 -1.261 -2.742 -0.48 0.22 0.36
O 2.748 -1.438 -3.873 -0.22 0.14 0.69
O 1.035 -1.563 -2.370 0.27 -0.07 -0.27
C 0.889 -1.407 -0.992 -1.46 -0.40 0.56
O -0.121 -1.764 -0.430 1.52 0.35 -0.90
H 2.385 -0.706 0.571 -0.16 -0.45 -0.66
H 4.035 -0.415 -1.519 0.04 -0.11 -0.03
Cl -2.668 1.445 -4.685 0.06 -0.31 -0.02
Zn -2.392 -0.509 -3.915 0.05 0.06 0.39
Cl -2.386 -2.414 -3.023 -0.08 0.21 -0.30
C -1.038 2.101 0.130 0.55 0.06 -0.84
C 0.309 2.058 -0.300 -1.16 -0.29 0.85
C 1.018 1.122 0.518 0.21 0.33 0.05
C 0.074 0.535 1.445 -0.38 0.94 -0.44
C -1.226 1.138 1.172 1.24 0.03 0.20
C -2.327 0.803 1.959 -0.04 -0.14 0.05
C -2.181 -0.148 2.964 -0.18 0.09 0.08
C -0.938 -0.735 3.236 0.80 -0.02 -0.36
C 0.189 -0.390 2.477 -0.18 -0.16 0.34
H -1.832 2.759 -0.232 0.31 -0.28 -0.13
H 0.749 2.612 -1.131 -0.17 0.02 0.38
H 2.101 1.203 0.681 -0.66 0.03 -0.05
H -3.275 1.317 1.781 0.11 -0.30 0.10
H -3.035 -0.449 3.566 0.04 0.14 -0.07
H -0.818 -1.461 4.045 -0.20 0.19 -0.25
H 1.164 -0.843 2.680 -0.27 0.04 0.12
```
Forces are in eV/Å.

***

4.
C11H33O5 | ωB97M-V/def2-TZVPD

Output
Lowest unoccupied orbital energy (eV): -2.2
Net charge: +1
Relative energy (zero: lowest compared OMol25 entry of this formula, charge and spin) (kcal/mol): 0.0

```
49
Properties=species:S:1:pos:R:3:forces:R:3
O -7.478 1.913 -1.850 -0.41 -0.28 -0.02
H -8.006 1.207 -1.362 -0.27 0.34 0.22
H -8.147 2.476 -2.377 0.33 -0.39 -0.56
H -6.842 1.421 -2.440 0.14 0.27 0.14
C -7.676 0.130 -5.221 -0.17 0.18 0.70
C -6.958 -0.904 -4.367 -0.23 -0.04 -1.09
O -6.984 -0.514 -2.999 0.04 -0.10 0.13
H -8.675 0.320 -4.818 0.01 -0.10 -0.01
H -7.799 -0.231 -6.238 0.17 0.06 -0.09
H -7.142 1.084 -5.211 0.09 -0.05 -0.19
H -5.933 -1.011 -4.738 0.07 -0.01 0.22
H -7.461 -1.862 -4.519 0.05 -0.04 0.28
H -6.662 -1.261 -2.482 -0.05 0.10 0.08
C -7.199 0.571 1.248 -0.65 -0.13 -0.18
C -8.722 0.587 1.168 0.01 0.23 0.58
C -9.323 1.773 1.917 0.45 0.26 -0.16
O -9.110 0.602 -0.223 0.20 -0.06 -0.02
H -6.905 0.693 2.289 0.12 0.08 -0.03
H -6.800 1.386 0.645 0.21 0.03 0.13
H -6.820 -0.389 0.901 0.12 0.06 -0.10
H -9.096 -0.333 1.627 -0.09 -0.04 -0.18
H -9.162 1.610 2.983 -0.23 0.08 0.03
H -10.380 1.949 1.712 -0.10 -0.38 0.12
H -8.825 2.712 1.656 0.15 -0.13 -0.06
H -10.073 0.571 -0.248 0.07 -0.02 -0.25
C -8.743 5.428 -2.846 0.61 0.05 -0.01
C -9.762 4.304 -2.810 -0.47 0.80 -0.90
C -11.040 4.681 -3.557 0.12 -0.40 -0.30
O -9.202 3.121 -3.425 0.15 -0.27 0.68
H -9.097 6.341 -2.369 -0.12 -0.09 0.09
H -8.468 5.693 -3.872 -0.32 -0.07 -0.09
H -7.791 5.147 -2.385 -0.19 -0.07 0.25
H -10.030 4.019 -1.795 0.21 -0.11 0.09
H -11.702 3.815 -3.613 -0.19 0.15 0.33
H -10.844 4.932 -4.605 0.29 0.15 0.11
H -11.534 5.541 -3.111 -0.09 -0.10 0.12
H -9.135 3.250 -4.379 0.09 0.03 0.03
C -3.456 1.284 -4.388 -0.29 0.38 0.27
C -3.939 2.236 -3.278 -0.39 -0.76 -0.95
C -4.758 3.346 -3.918 0.34 0.46 0.43
O -4.820 1.524 -2.389 0.02 -0.07 0.02
H -4.338 1.002 -4.966 0.08 -0.16 -0.09
H -2.972 0.383 -4.007 0.03 0.04 0.09
H -2.763 1.792 -5.058 0.05 -0.02 0.04
H -3.090 2.619 -2.709 -0.06 0.18 0.01
H -5.665 2.999 -4.416 0.12 -0.39 0.00
H -4.139 3.839 -4.669 -0.11 0.17 0.08
H -5.075 4.076 -3.169 0.13 0.08 -0.05
H -4.441 0.649 -2.240 -0.03 0.10 0.06
```
Forces are in eV/Å.

***

Molar mass per entry: 1036.83; 669.00; 349.51; 245.38 g mol⁻¹